{
  "formula": "F30NaP5",
  "method": "ωB97M-V/def2-TZVPD",
  "fmax_ev_per_a": 2.705,
  "homo_lumo_gap_ha": 0.349,
  "total_energy_ev": -132417.0377,
  "charge": -4,
  "homo_energy_ev": -1.55,
  "species": ["Na", "P", "F", "F", "F", "F", "F", "F", "P", "F", "F", "F", "F", "F", "F", "P", "F", "F", "F", "F", "F", "F", "P", "F", "F", "F", "F", "F", "F", "P", "F", "F", "F", "F", "F", "F"],
  "coordinates": [[-0.4618, -0.0119, 0.1965], [-3.4925, 0.8495, 2.4675], [-2.5228, 1.5053, 3.5602], [-3.4720, -0.5813, 3.1825], [-4.7827, 1.2608, 3.3834], [-4.5089, 0.2753, 1.2825], [-3.5471, 2.2621, 1.7078], [-2.2265, 0.3061, 1.5373], [-1.2634, -3.2125, -2.1703], [0.3065, -3.0552, -1.8409], [-1.1878, -1.9672, -3.1914], [-0.9161, -4.2215, -3.4056], [-2.8688, -3.4044, -2.4923], [-1.3367, -4.5200, -1.1926], [-1.6906, -2.2022, -0.9610], [2.0164, -1.7573, 1.7244], [0.6733, -0.9917, 2.2209], [2.9288, -0.4716, 2.1610], [2.2074, -2.4119, 3.1911], [3.3849, -2.3675, 1.0847], [1.1632, -3.0321, 1.2382], [1.7318, -1.0449, 0.2639], [0.8256, 3.3581, 1.0888], [0.9748, 4.9136, 0.6055], [1.8107, 3.6411, 2.3558], [-0.4607, 3.7583, 1.9864], [0.6629, 1.8085, 1.5807], [-0.1813, 3.0765, -0.1735], [2.0817, 2.9826, 0.1566], [2.0180, 0.7313, -3.0769], [3.0891, 0.7785, -4.2948], [0.8996, 0.2310, -4.1405], [2.4800, -0.7634, -2.6702], [0.8441, 0.7305, -1.9230], [3.1505, 1.2459, -2.0177], [1.6702, 2.3015, -3.4247]]
}



{
  "formula": "C5H5N2",
  "method": "ωB97M-V/def2-TZVPD",
  "fmax_ev_per_a": 3.374,
  "homo_lumo_gap_ha": 0.259,
  "total_energy_ev": -8230.1484,
  "charge": 1,
  "homo_energy_ev": -14.09,
  "species": ["C", "C", "C", "C", "C", "N", "N", "H", "H", "H", "H", "H"],
  "coordinates": [[-0.9916, 1.8439, 0.3815], [-3.8314, 0.5991, 0.2670], [-1.7432, -0.5395, -0.2656], [0.1581, 1.1977, 0.1004], [1.5499, 0.7653, 0.0472], [-1.0411, 0.5068, -0.2261], [-3.1381, -0.3543, -0.1661], [-1.5300, -1.5646, -0.6575], [1.8825, 0.7055, 1.1913], [2.3419, 1.4736, -0.3719], [1.6515, -0.2307, -0.4436], [-3.5756, -1.2612, -0.4252]]
}



{
  "formula": "C3H5N3",
  "method": "ωB97M-V/def2-TZVPD",
  "fmax_ev_per_a": 1.311,
  "homo_lumo_gap_ha": 0.370,
  "total_energy_ev": -7658.9266,
  "homo_energy_ev": -10.03,
  "species": ["C", "N", "C", "N", "C", "N", "H", "H", "H", "H", "H"],
  "coordinates": [[-0.2201, 1.5512, -0.3954], [-0.8072, 0.2426, -0.5965], [-0.0380, -0.7952, -0.4320], [0.6602, -1.6917, -0.8489], [0.5092, -0.8573, 1.6588], [0.7522, -1.9747, 1.9176], [0.2202, 1.5605, 0.6053], [-0.9836, 2.3200, -0.5303], [0.5713, 1.6408, -1.1323], [-1.7392, 0.1666, -0.2230], [1.0751, -2.1628, -0.0233]]
}



{
  "formula": "C17H17ClN6O",
  "method": "ωB97M-V/def2-TZVPD",
  "fmax_ev_per_a": 0.896,
  "homo_lumo_gap_ha": 0.334,
  "total_energy_ev": -41414.0292,
  "smiles": "Cc1nn(C)cc1/C=N\\NC(=O)c1ccc(Cn2cc(Cl)cn2)cc1",
  "homo_energy_ev": -8.48,
  "species": ["C", "C", "N", "N", "C", "C", "C", "C", "N", "N", "C", "O", "C", "C", "C", "C", "C", "N", "C", "C", "Cl", "C", "N", "C", "C", "H", "H", "H", "H", "H", "H", "H", "H", "H", "H", "H", "H", "H", "H", "H", "H", "H"],
  "coordinates": [[2.4342, -0.0950, -2.0252], [3.5531, -0.1020, -1.0462], [4.3443, 0.9452, -0.9118], [5.2746, 0.6172, -0.0180], [6.2591, 1.5756, 0.3909], [5.1282, -0.6447, 0.4110], [4.0024, -1.1616, -0.2118], [3.4878, -2.5032, -0.0648], [2.2910, -2.9379, -0.0394], [1.2184, -2.0867, -0.0003], [1.0977, -0.9642, 0.7658], [2.0034, -0.4921, 1.4246], [-0.2570, -0.3394, 0.7023], [-0.3187, 1.0516, 0.7413], [-1.5340, 1.7011, 0.6756], [-2.7180, 0.9764, 0.5918], [-4.0323, 1.7252, 0.5424], [-5.1212, 0.9433, 0.0295], [-5.9339, 0.1150, 0.7161], [-6.7786, -0.4523, -0.2164], [-8.0328, -1.5820, 0.0787], [-6.3897, 0.0982, -1.4468], [-5.3866, 0.9339, -1.2692], [-2.6590, -0.4096, 0.5834], [-1.4407, -1.0645, 0.6330], [2.3070, -1.0812, -2.4678], [1.4988, 0.1885, -1.5409], [2.6468, 0.6315, -2.8054], [6.1075, 1.8621, 1.4338], [6.1484, 2.4536, -0.2420], [7.2640, 1.1657, 0.2766], [5.7787, -1.0795, 1.1429], [4.2287, -3.2912, 0.0264], [0.3780, -2.5264, -0.3505], [0.6037, 1.6077, 0.8161], [-1.5687, 2.7804, 0.6924], [-3.9239, 2.5961, -0.1097], [-4.2908, 2.0705, 1.5498], [-5.8738, -0.0094, 1.7775], [-6.7977, -0.0790, -2.4201], [-3.5673, -0.9916, 0.5334], [-1.4309, -2.1451, 0.6511]]
}



What is the formula in the first record? F30NaP5



What did the third record say?
{
  "formula": "C3H5N3",
  "method": "ωB97M-V/def2-TZVPD",
  "fmax_ev_per_a": 1.311,
  "homo_lumo_gap_ha": 0.370,
  "total_energy_ev": -7658.9266,
  "homo_energy_ev": -10.03,
  "species": ["C", "N", "C", "N", "C", "N", "H", "H", "H", "H", "H"],
  "coordinates": [[-0.2201, 1.5512, -0.3954], [-0.8072, 0.2426, -0.5965], [-0.0380, -0.7952, -0.4320], [0.6602, -1.6917, -0.8489], [0.5092, -0.8573, 1.6588], [0.7522, -1.9747, 1.9176], [0.2202, 1.5605, 0.6053], [-0.9836, 2.3200, -0.5303], [0.5713, 1.6408, -1.1323], [-1.7392, 0.1666, -0.2230], [1.0751, -2.1628, -0.0233]]
}